Record 1
Density functional theory data (the ωB97M-V functional and the def2-TZVPD basis) for C25H28CaN5O3S as an isolated structure.

Results
energy relative to the best compared isomer or geometry (same formula, charge and spin): 34.5 kJ/mol
HOMO energy: -0.390 Eh
total charge: +1

Cartesian coordinates (Å):
Ca 0.311 0.198 -0.201
C -1.232 -1.161 2.577
C -1.274 -2.150 1.417
N -1.517 -1.470 0.143
C -2.875 -0.923 -0.002
C -2.937 0.425 -0.699
S -1.971 1.794 0.036
C -2.267 1.662 1.826
C -1.047 1.298 2.663
N -0.394 0.026 2.290
H -0.883 -1.682 3.471
H -2.242 -0.827 2.810
H -2.021 -2.924 1.635
H -0.312 -2.667 1.334
H -1.329 -2.100 -0.631
H -3.327 -0.844 0.986
H -3.518 -1.611 -0.560
H -3.976 0.746 -0.774
H -2.538 0.360 -1.715
H -3.090 0.967 1.984
H -2.629 2.633 2.165
H -1.367 1.290 3.713
H -0.295 2.087 2.572
H 0.451 -0.043 2.847
O 2.114 -2.328 -5.374
C 2.312 -2.745 -4.109
C 3.187 -3.802 -3.845
C 3.408 -4.244 -2.557
C 2.757 -3.628 -1.497
C 1.896 -2.578 -1.761
C 1.642 -2.111 -3.048
C 0.666 -0.970 -3.275
O 0.391 -0.575 -4.386
O 0.259 -0.395 -2.176
H 2.627 -2.874 -5.979
H 3.692 -4.280 -4.677
H 4.088 -5.066 -2.381
H 2.924 -3.959 -0.481
H 1.405 -2.099 -0.916
N 7.720 0.197 -1.146
C 9.028 0.001 -0.768
C 10.220 -0.029 -1.484
C 11.369 -0.256 -0.755
C 11.338 -0.446 0.637
C 10.157 -0.416 1.343
C 8.981 -0.188 0.626
N 7.680 -0.104 1.065
C 6.961 0.111 -0.005
C 5.513 0.249 0.034
C 4.861 0.127 1.266
C 3.491 0.239 1.313
N 2.730 0.460 0.234
C 3.353 0.588 -0.942
C 4.724 0.495 -1.089
H 7.394 0.352 -2.083
H 10.251 0.119 -2.555
H 12.322 -0.287 -1.266
H 12.270 -0.619 1.158
H 10.128 -0.559 2.414
H 5.441 -0.056 2.158
H 2.969 0.147 2.259
H 2.728 0.755 -1.814
H 5.144 0.609 -2.079

Partial charges, Löwdin, in e: Ca 1.296; C -0.188; C -0.197; N -0.153; C -0.247; C -0.423; S 0.868; C -0.437; C -0.269; N -0.139; H 0.131; H 0.107; H 0.131; H 0.122; H 0.123; H 0.101; H 0.137; H 0.089; H 0.083; H 0.073; H 0.086; H 0.130; H 0.121; H 0.107; O 0.090; C -0.252; C -0.014; C -0.076; C -0.092; C -0.062; C -0.062; C -0.589; O 0.097; O -0.339; H 0.117; H 0.118; H 0.110; H 0.100; H 0.071; N 0.173; C -0.186; C -0.017; C -0.080; C -0.082; C -0.008; C -0.220; N 0.184; C -0.282; C -0.109; C 0.015; C -0.127; N -0.070; C -0.130; C 0.022; H 0.156; H 0.111; H 0.106; H 0.105; H 0.114; H 0.119; H 0.104; H 0.115; H 0.117



Record 2
Density functional theory data (the ωB97M-V functional and the def2-TZVPD basis) for C25H28Cl5O2Rh as an isolated structure in a non-equilibrium geometry.

Results
energy relative to the best compared isomer or geometry (same formula, charge and spin): 52.9 kJ/mol
HOMO energy (alpha / beta): -0.235 / -0.297 Eh
spin multiplicity: 5

Cartesian coordinates (Å):
O 0.041 -0.803 -2.263
C -0.510 0.125 -3.292
C -0.449 -0.873 -4.418
H 0.129 1.006 -3.461
H -1.533 0.429 -3.012
C -0.051 -1.853 -3.300
H 0.360 -0.698 -5.135
H -1.411 -1.077 -4.877
C 1.239 -2.587 -3.606
H 2.088 -1.902 -3.693
H 1.123 -3.127 -4.555
H 1.444 -3.348 -2.848
C -1.155 -2.868 -3.066
H -2.111 -2.374 -2.872
H -0.912 -3.535 -2.234
H -1.251 -3.489 -3.971
Rh 0.793 -0.638 0.640
C -3.625 -0.961 3.358
C -2.941 0.281 3.189
C -2.675 0.453 1.797
H -2.663 0.972 3.981
C -3.211 -0.675 1.105
C -3.792 -1.547 2.068
H -4.292 -2.497 1.862
H -3.958 -1.376 4.304
H -2.164 1.305 1.350
H -3.233 -0.804 0.022
C 1.273 -2.282 1.731
C -0.076 -2.366 1.267
C -0.059 -2.266 -0.149
H -0.965 -2.530 1.865
C 1.324 -2.145 -0.557
C 2.153 -2.135 0.607
H 3.243 -2.070 0.626
H 1.604 -2.451 2.749
H -0.984 -2.275 -0.718
H 1.773 -2.062 -1.534
O 1.867 3.098 -2.545
C 1.551 2.045 -1.621
C 0.272 2.398 -0.837
H 2.367 1.948 -0.885
H 1.511 1.105 -2.182
C 0.102 3.924 -1.071
H 0.426 2.166 0.221
H -0.568 1.827 -1.245
C 1.199 4.305 -2.078
H 0.249 4.501 -0.143
H -0.901 4.149 -1.435
H 1.948 4.927 -1.554
H 0.807 4.884 -2.932
Cl -0.488 -1.421 4.157
C 0.391 0.038 3.918
C 1.021 0.350 2.715
C 2.002 1.323 2.720
Cl 3.082 1.378 1.359
C 2.151 2.203 3.820
Cl 3.176 3.569 3.697
C 1.406 1.980 5.008
Cl 1.549 3.026 6.353
C 0.552 0.857 5.069
Cl -0.235 0.466 6.536

Partial charges, Löwdin, in e: O -0.181; C -0.143; C -0.074; H 0.108; H 0.128; C -0.559; H 0.123; H 0.115; C -0.040; H 0.102; H 0.101; H 0.079; C -0.032; H 0.097; H 0.076; H 0.102; Rh 1.092; C -0.108; C -0.114; C -0.117; H 0.102; C -0.082; C -0.117; H 0.092; H 0.100; H 0.083; H 0.103; C -0.271; C -0.251; C -0.223; H 0.071; C -0.226; C -0.200; H 0.117; H 0.096; H 0.086; H 0.075; O -0.144; C -0.244; C -0.171; H 0.035; H 0.087; C -0.145; H 0.065; H 0.085; C -0.180; H 0.110; H 0.102; H 0.115; H 0.116; Cl 0.774; C -0.666; C -0.201; C -0.695; Cl 0.724; C -0.703; Cl 0.684; C -0.712; Cl 0.689; C -0.715; Cl 0.680



Record 3
Density functional theory data (the ωB97M-V functional and the def2-TZVPD basis) for C25H28ClN3O6S in the gas phase in a non-equilibrium geometry.

Results
HOMO energy: -0.321 Eh
SMILES: C=CCN(c1ccccc1)S(=O)(=O)c1ccc(Cl)c(C(=O)OCC(=O)NCCCN2CCCC2=O)c1

Cartesian coordinates (Å):
C -5.143 -2.374 -1.204
C -4.361 -1.476 -0.634
C -4.264 -0.044 -1.078
N -2.955 0.563 -0.940
S -2.528 0.980 0.624
O -1.543 2.018 0.580
O -3.740 1.252 1.340
C -1.765 -0.495 1.308
C -0.652 -1.007 0.681
C -0.012 -2.131 1.196
C -0.510 -2.712 2.364
C -1.637 -2.189 2.987
C -2.264 -1.074 2.460
H -3.132 -0.638 2.930
H -2.005 -2.651 3.890
Cl 0.241 -4.095 3.032
C 1.233 -2.580 0.525
O 2.203 -3.048 1.069
O 1.162 -2.348 -0.791
C 2.319 -2.608 -1.581
H 2.877 -3.453 -1.162
H 1.955 -2.838 -2.583
C 3.207 -1.353 -1.639
O 3.346 -0.707 -2.655
N 3.789 -1.062 -0.465
H 3.606 -1.645 0.342
C 4.503 0.174 -0.238
H 5.497 -0.055 0.161
C 3.751 1.082 0.736
H 3.592 0.552 1.679
H 4.356 1.967 0.936
C 2.382 1.497 0.184
N 1.621 2.248 1.147
C 0.941 1.670 2.154
O 0.879 0.471 2.353
C 0.329 2.771 2.998
H 0.933 2.888 3.901
C 0.400 3.996 2.090
H -0.513 4.041 1.497
H 0.525 4.929 2.636
C 1.587 3.692 1.171
H 2.527 4.091 1.578
H 1.447 4.088 0.163
H -0.686 2.510 3.288
H 2.500 2.095 -0.722
H 1.809 0.598 -0.062
H 4.611 0.658 -1.211
H -0.261 -0.527 -0.199
C -1.932 0.246 -1.853
C -0.904 1.164 -2.065
C 0.137 0.854 -2.920
C 0.160 -0.353 -3.599
C -0.878 -1.249 -3.418
C -1.918 -0.959 -2.551
H -2.710 -1.677 -2.407
H -0.882 -2.191 -3.947
H 0.985 -0.587 -4.253
H 0.940 1.561 -3.065
H -0.920 2.099 -1.532
H -4.589 0.065 -2.116
H -4.921 0.557 -0.441
H -3.762 -1.729 0.230
H -5.216 -3.382 -0.834
H -5.748 -2.134 -2.063

Partial charges, Löwdin, in e: C 0.014; C -0.166; C -0.190; N -0.165; S 0.711; O -0.261; O -0.269; C -0.257; C -0.006; C -0.120; C -0.579; C -0.068; C -0.038; H 0.121; H 0.110; Cl 0.773; C -0.450; O 0.085; O 0.016; C -0.045; H 0.136; H 0.133; C -0.466; O 0.065; N 0.082; H 0.126; C -0.167; H 0.122; C -0.138; H 0.118; H 0.116; C -0.135; N -0.057; C -0.468; O 0.073; C -0.075; H 0.126; C -0.152; H 0.096; H 0.110; C -0.138; H 0.123; H 0.123; H 0.118; H 0.132; H 0.112; H 0.121; H 0.110; C -0.276; C -0.031; C -0.068; C -0.089; C -0.072; C -0.012; H 0.099; H 0.107; H 0.103; H 0.107; H 0.103; H 0.139; H 0.118; H 0.095; H 0.056; H 0.063



Summary of total energy in eV
-69245.4446 -96085.0611 -66493.1665
(order as listed above)